Formula: C4H9N2O2
Source: OMol25
Level of theory: ωB97M-V/def2-TZVPD

Its spin multiplicity is 1. The value obtained for the LUMO energy is 2.281 eV. As for the net charge: -1. For the relative energy (zero: lowest compared OMol25 entry of this formula, charge and spin), the calculation gives 375.76 kJ/mol.

Each line ends with the Löwdin charge.
Cartesian coordinates (Å):
O (0.38, 2.08, -2.07)  -0.14
C (0.60, 2.40, -0.87)  -0.76
N (0.06, 3.49, -0.37)  0.00
C (-3.61, -3.64, 1.33)  -0.08
O (-3.96, -4.01, 2.48)  -0.04
C (1.62, 1.67, -0.05)  -0.23
N (2.06, 0.38, -0.63)  -0.16
C (1.02, -0.60, -0.50)  -0.23
H (0.30, 3.77, 0.57)  -0.04
H (-3.49, -4.30, 0.53)  0.05
H (-3.22, -2.65, 1.10)  0.08
H (2.57, 2.19, 0.02)  0.09
H (1.15, 1.62, 1.00)  0.12
H (2.26, 0.59, -1.73)  0.16
H (-0.04, -0.50, -0.26)  0.06
H (1.21, -1.47, -1.15)  0.07
H (1.11, -1.02, 0.59)  0.07


Formula: C3H12NS2
Source: OMol25
Level of theory: ωB97M-V/def2-TZVPD

Its spin multiplicity is 1. The value obtained for the LUMO energy is -3.461 eV. As for the net charge: +1. For the relative energy (zero: lowest compared OMol25 entry of this formula, charge and spin), the calculation gives 47.83 kJ/mol.

Each line ends with the Löwdin charge.
Cartesian coordinates (Å):
C (1.97, -1.23, 1.69)  -0.02
N (2.30, -0.68, 0.33)  0.11
H (1.31, -0.54, 2.25)  0.09
H (1.40, -2.19, 1.43)  0.13
H (2.90, -1.41, 2.28)  0.12
H (2.78, 0.24, 0.28)  0.18
H (1.43, -0.54, -0.23)  0.03
H (2.78, -1.39, -0.17)  0.14
C (-0.07, 2.19, 1.27)  -0.16
C (-1.00, 1.06, 0.75)  -0.57
S (-0.42, 0.60, -0.94)  0.42
S (-1.39, -1.21, -1.24)  0.32
H (-0.06, 3.02, 0.58)  0.07
H (0.94, 1.73, 1.29)  0.05
H (-0.43, 2.50, 2.24)  0.08
H (-2.02, 1.42, 0.64)  0.07
H (-0.98, 0.17, 1.39)  0.06
H (-2.65, -0.67, -1.55)  -0.13


Formula: CH3NOS
Source: OMol25
Level of theory: ωB97M-V/def2-TZVPD

Its spin multiplicity is 1. The value obtained for the LUMO energy (alpha / beta) is -0.482 / -0.213 eV. For the relative energy (zero: lowest compared OMol25 entry of this formula, charge and spin), the calculation gives 644.58 kJ/mol.

Each line ends with the Löwdin charge.
Cartesian coordinates (Å):
C (-0.03, 0.76, 0.20)  -0.48
N (0.60, 0.05, 1.16)  -0.17
O (2.47, 0.72, -0.68)  -0.53
S (1.63, 1.34, 0.33)  0.89
H (0.10, -0.11, -1.86)  0.13
H (-1.10, 1.15, 0.17)  0.09
H (0.12, 0.05, 2.05)  0.08